The following is a quantum chemistry calculation of a structure of composition C25H26F2N4O3RuS3 in a non-equilibrium geometry, from the OMol25 dataset.

The expectation value of S² is 0.760. Its total charge is -1. The relative energy (zero: lowest compared OMol25 entry of this formula, charge and spin) comes out at 46.0 kcal/mol. The gap between HOMO and LUMO (alpha / beta) is 6.816 / 6.622 eV. As for the multiplicity: 2.

Atoms and positions in Å:
Ru  0.59  0.11  0.80
C  1.12  0.39  3.88
C  0.19  -0.75  3.70
C  -0.20  -1.47  4.82
C  -1.14  -2.48  4.72
C  -1.70  -2.75  3.46
C  -2.75  -3.67  3.32
C  -3.32  -3.90  2.08
C  -2.82  -3.27  0.96
C  -1.76  -2.35  1.06
S  -1.24  -1.59  -0.40
C  -1.20  -2.04  2.32
N  -0.26  -1.06  2.46
H  1.03  0.80  4.88
H  0.94  1.18  3.14
H  2.15  0.04  3.75
H  0.23  -1.21  5.78
H  -1.48  -3.03  5.58
H  -3.10  -4.18  4.20
H  -4.16  -4.58  1.99
H  -3.24  -3.45  -0.01
F  -4.47  1.61  2.22
C  -3.28  1.96  1.67
C  -2.30  1.00  1.51
C  -1.07  1.33  0.94
C  -0.84  2.67  0.52
C  -1.88  3.61  0.73
F  -1.72  4.92  0.40
C  -3.09  3.28  1.29
C  0.45  2.96  -0.05
C  0.93  4.22  -0.43
C  2.21  4.37  -0.90
C  3.02  3.23  -1.02
C  2.49  2.01  -0.65
N  1.26  1.86  -0.18
H  -2.53  0.00  1.84
H  -3.86  4.02  1.42
H  0.29  5.09  -0.33
H  2.59  5.34  -1.16
H  4.03  3.30  -1.38
H  3.11  1.12  -0.70
C  1.70  -0.18  -4.96
C  0.44  -0.81  -4.37
C  0.67  -2.30  -4.08
C  -0.72  -0.65  -5.36
N  0.06  -0.05  -3.16
N  0.95  -0.14  -2.07
H  1.93  -0.62  -5.93
H  2.56  -0.34  -4.31
H  1.55  0.89  -5.08
H  0.77  -2.85  -5.01
H  -0.16  -2.71  -3.52
H  1.58  -2.45  -3.50
H  -0.47  -1.10  -6.32
H  -0.93  0.41  -5.50
H  -1.62  -1.13  -4.97
H  -0.84  -0.37  -2.82
H  1.82  0.30  -2.35
H  1.15  -1.11  -1.79
O  2.75  0.73  1.63
S  3.38  -0.59  1.48
O  4.58  -0.51  0.67
O  3.52  -1.28  2.74
S  2.10  -1.76  0.36

The following is a quantum chemistry calculation of a cluster of 2 separate species, C3H7NO3S in total, from the OMol25 dataset.

Its total charge is -2. The relative energy (zero: lowest compared OMol25 entry of this formula, charge and spin) comes out at 8.6 kcal/mol. The gap between HOMO and LUMO is 5.776 eV. As for the multiplicity: 1.

Atoms and positions in Å:
O  1.40  -0.50  -1.51
C  1.16  -0.68  -0.27
O  1.90  -1.28  0.53
C  -0.12  -0.05  0.32
C  0.25  1.17  1.16
S  -1.16  1.97  2.04
N  -0.84  -1.07  1.07
H  -0.75  0.29  -0.51
H  1.01  0.85  1.89
H  0.74  1.90  0.51
H  -1.53  -0.55  1.62
H  -0.19  -1.44  1.75
H  -1.39  -0.13  -2.71
H  0.13  -0.31  -2.62
O  -0.62  -0.18  -3.28

The following is a quantum chemistry calculation of a structure of composition C44H90F24N9O27S8 in a non-equilibrium geometry, from the OMol25 dataset.

Its total charge is -1. The gap between HOMO and LUMO is 7.946 eV. As for the multiplicity: 1.

Atoms and positions in Å:
C  -3.26  -5.17  1.23
C  -2.67  -4.95  2.61
N  -1.15  -5.18  2.79
C  -0.85  -6.49  2.22
C  -0.40  -4.07  2.11
C  -0.47  -2.77  2.86
C  -0.94  -5.24  4.25
C  0.46  -5.25  4.77
O  1.25  -6.42  4.43
C  2.53  -6.38  5.02
H  -2.55  -5.41  0.41
H  -3.67  -4.21  1.06
H  -4.06  -5.96  1.27
H  -3.10  -5.62  3.33
H  -2.90  -3.94  2.95
H  -0.84  -6.38  1.16
H  -1.67  -7.19  2.32
H  0.06  -6.92  2.62
H  -0.97  -3.98  1.14
H  0.61  -4.43  1.90
H  -0.20  -2.01  2.18
H  0.20  -2.74  3.72
H  -1.47  -2.47  3.27
H  -1.59  -6.09  4.54
H  -1.42  -4.29  4.62
H  0.55  -5.12  5.84
H  1.00  -4.36  4.45
H  2.95  -7.35  5.02
H  2.41  -5.93  6.07
H  3.27  -5.76  4.45
C  3.87  -1.80  -4.79
C  3.42  -0.50  -4.07
N  4.52  0.14  -3.26
C  5.74  0.61  -4.12
C  3.99  1.34  -2.46
C  3.50  2.56  -3.33
C  5.03  -0.86  -2.20
C  6.55  -1.21  -2.23
O  6.99  -2.03  -3.35
C  6.90  -3.39  -3.13
H  2.90  -2.21  -5.12
H  4.27  -2.56  -4.08
H  4.70  -1.62  -5.50
H  2.65  -0.72  -3.34
H  3.02  0.20  -4.80
H  5.36  0.89  -5.07
H  6.45  -0.20  -4.29
H  6.28  1.38  -3.58
H  4.79  1.65  -1.81
H  3.14  1.05  -1.83
H  2.64  2.35  -3.99
H  4.39  2.85  -3.91
H  3.13  3.32  -2.62
H  4.28  -1.63  -2.15
H  4.85  -0.32  -1.27
H  6.82  -1.66  -1.25
H  7.14  -0.29  -2.30
H  5.90  -3.63  -2.75
H  7.51  -3.77  -2.30
H  7.14  -3.94  -4.05
C  -5.91  3.51  -2.72
C  -5.97  3.40  -1.24
N  -4.87  4.08  -0.58
C  -4.93  3.75  0.92
C  -3.54  3.51  -1.11
C  -2.33  4.01  -0.29
C  -4.85  5.55  -0.78
C  -5.69  6.41  0.17
O  -7.08  6.14  0.00
C  -7.89  6.43  1.14
H  -6.83  3.04  -3.12
H  -5.06  2.98  -3.19
H  -5.97  4.50  -3.11
H  -6.04  2.36  -0.90
H  -6.86  3.96  -0.81
H  -4.54  2.78  1.06
H  -5.95  3.86  1.31
H  -4.19  4.39  1.51
H  -3.52  3.77  -2.16
H  -3.71  2.44  -0.90
H  -2.48  4.98  0.13
H  -1.43  4.06  -0.88
H  -2.10  3.38  0.62
H  -5.29  5.69  -1.79
H  -3.91  5.94  -0.68
H  -5.47  7.44  -0.20
H  -5.42  6.49  1.19
H  -7.47  7.16  1.80
H  -8.09  5.51  1.71
H  -8.77  6.83  0.77
C  -1.18  -1.00  -0.25
N  -0.34  -0.03  -0.91
C  0.45  -0.81  -1.97
C  -1.13  1.05  -1.66
C  0.57  0.63  0.15
C  1.74  -0.17  0.69
O  2.86  0.30  0.00
H  -1.97  -0.60  0.40
H  -0.50  -1.78  0.17
H  -1.75  -1.54  -0.98
H  1.04  -1.53  -1.40
H  1.07  -0.11  -2.57
H  -0.29  -1.27  -2.61
H  -1.74  0.49  -2.34
H  -0.50  1.68  -2.28
H  -1.70  1.65  -0.99
H  -0.16  0.81  0.95
H  0.83  1.55  -0.42
H  1.57  -1.26  0.55
H  1.76  0.01  1.78
H  3.61  -0.25  0.40
C  3.69  3.74  3.57
N  3.06  4.46  2.44
C  4.00  5.45  1.93
C  2.63  3.51  1.34
C  1.76  5.19  3.00
C  0.98  5.95  1.94
O  0.13  5.16  1.17
H  3.93  4.42  4.35
H  4.58  3.24  3.08
H  3.10  2.82  3.78
H  5.00  5.03  1.81
H  4.15  6.26  2.66
H  3.73  5.89  0.96
H  3.46  2.92  0.98
H  2.13  4.05  0.55
H  1.90  2.90  1.92
H  2.07  5.97  3.75
H  1.23  4.34  3.41
H  1.68  6.50  1.34
H  0.45  6.65  2.62
H  0.52  5.06  0.28
O  -0.01  0.25  4.13
C  0.93  1.22  4.23
O  0.52  2.20  4.84
O  2.00  1.08  3.59
H  -0.70  0.49  4.72
O  1.26  5.04  -3.35
C  1.10  4.46  -2.06
O  1.53  5.17  -1.17
O  0.71  3.31  -1.91
H  0.93  4.41  -4.03
C  -4.72  0.37  -4.04
F  -4.55  0.85  -2.76
F  -5.09  -0.91  -3.94
F  -5.67  1.09  -4.65
S  -3.08  0.35  -4.91
O  -2.27  -0.67  -4.26
O  -3.44  0.17  -6.28
N  -2.51  1.77  -4.46
S  -1.57  2.64  -5.30
O  -0.14  2.66  -4.91
O  -1.79  2.62  -6.69
C  -2.17  4.32  -4.85
F  -1.68  5.07  -5.83
F  -3.51  4.46  -4.93
F  -1.81  4.80  -3.69
C  1.02  -4.96  -2.75
F  2.03  -5.00  -1.85
F  1.00  -3.69  -3.27
F  1.33  -5.84  -3.69
S  -0.66  -5.16  -1.95
O  -0.62  -3.96  -1.12
O  -1.68  -5.22  -3.01
N  -0.45  -6.44  -1.09
S  -0.97  -7.85  -1.57
O  -2.11  -8.16  -0.82
O  -0.80  -8.13  -2.96
C  0.38  -8.86  -0.89
F  0.56  -8.65  0.45
F  0.15  -10.20  -1.13
F  1.60  -8.75  -1.51
C  5.89  -0.72  3.43
F  6.99  -0.08  3.91
F  5.49  -1.72  4.25
F  4.94  0.17  3.31
S  6.29  -1.29  1.67
O  6.78  -0.20  0.84
O  7.27  -2.38  1.90
N  4.83  -1.67  1.03
S  4.42  -3.12  0.62
O  3.33  -2.95  -0.32
O  5.52  -4.04  0.44
C  3.63  -3.82  2.16
F  2.55  -3.01  2.44
F  3.08  -5.00  1.91
F  4.33  -3.90  3.34
C  -6.68  -1.04  2.39
F  -6.41  -0.87  3.67
F  -6.55  -2.31  2.00
F  -7.95  -0.61  2.06
S  -5.35  -0.16  1.38
O  -4.38  -1.18  1.19
O  -6.15  0.28  0.30
N  -4.79  1.00  2.19
S  -3.29  1.01  2.88
O  -2.87  -0.10  3.67
O  -2.42  1.64  1.96
C  -3.67  2.29  4.19
F  -4.49  1.88  5.19
F  -2.47  2.56  4.72
F  -4.18  3.42  3.77

The following is a quantum chemistry calculation of a cluster of 9 separate species, C21H48ClF2N19O14 in total in a non-equilibrium geometry, from the OMol25 dataset.

The gap between HOMO and LUMO is 9.488 eV. As for the multiplicity: 1.

Atoms and positions in Å:
H  0.94  6.07  0.08
N  0.22  5.58  0.61
C  -0.86  5.50  -0.04
C  -2.15  4.82  0.45
C  -1.93  3.37  1.04
O  -1.02  2.78  0.07
C  0.06  2.10  0.64
O  -0.07  0.94  0.83
C  1.44  2.72  0.97
Cl  2.28  3.38  -0.50
C  2.41  1.70  1.64
C  1.94  1.29  3.08
N  -3.16  2.58  0.90
C  -4.40  3.30  1.16
C  -5.01  3.45  2.58
O  -5.04  3.76  0.28
C  -3.18  1.78  -0.32
C  -2.98  0.24  -0.17
O  -3.37  2.20  -1.41
N  -1.31  3.33  2.39
C  -1.28  4.58  3.12
O  -0.27  4.99  3.48
F  -2.38  5.27  3.47
C  -1.84  2.36  3.29
O  -2.11  2.64  4.38
F  -1.97  1.07  2.95
H  -0.89  5.98  -1.05
H  -2.74  4.63  -0.48
H  -2.80  5.47  1.08
H  1.29  3.56  1.69
H  3.40  2.20  1.77
H  2.51  0.79  1.02
H  2.82  0.91  3.63
H  1.19  0.49  3.01
H  1.54  2.16  3.66
H  -4.28  3.30  3.40
H  -5.76  2.63  2.66
H  -5.57  4.40  2.67
H  -2.52  -0.04  0.79
H  -4.01  -0.19  -0.21
H  -2.36  -0.09  -1.02
N  5.85  -1.52  -0.33
C  4.49  -1.44  -0.27
N  3.83  -2.57  -0.62
O  3.90  -0.42  0.08
H  6.34  -2.34  -0.61
H  6.37  -0.70  -0.08
H  2.82  -2.55  -0.58
H  4.28  -3.42  -0.91
N  -0.43  -4.24  -1.53
C  0.84  -4.44  -1.97
N  0.94  -4.93  -3.23
O  1.82  -4.20  -1.27
H  -1.25  -4.43  -2.08
H  -0.54  -3.88  -0.60
H  1.87  -5.09  -3.59
H  0.15  -5.13  -3.82
N  -9.33  0.42  3.08
C  -7.99  0.42  2.85
N  -7.52  -0.67  2.18
O  -7.26  1.33  3.21
H  -9.95  -0.32  2.80
H  -9.71  1.21  3.58
H  -6.54  -0.71  1.98
H  -8.10  -1.43  1.87
N  4.96  -6.75  2.57
C  4.98  -5.59  1.86
N  4.10  -4.64  2.27
O  5.73  -5.42  0.91
H  4.35  -6.91  3.35
H  5.60  -7.47  2.29
H  4.09  -3.77  1.76
H  3.47  -4.76  3.04
N  2.91  -6.85  -6.06
C  1.95  -6.14  -6.71
N  2.24  -5.84  -8.01
O  0.91  -5.79  -6.18
H  3.77  -7.14  -6.48
H  2.73  -7.09  -5.10
H  1.56  -5.31  -8.52
H  3.09  -6.11  -8.47
N  1.08  4.02  -3.62
C  0.05  4.67  -4.21
N  0.24  4.98  -5.53
O  -0.98  4.97  -3.62
H  1.93  3.78  -4.08
H  0.96  3.78  -2.65
H  -0.50  5.46  -6.00
H  1.07  4.75  -6.04
N  3.84  -1.87  6.12
C  2.67  -1.51  5.51
N  1.55  -1.76  6.24
O  2.64  -1.00  4.40
H  3.89  -2.28  7.03
H  4.69  -1.70  5.61
H  0.67  -1.51  5.82
H  1.55  -2.18  7.15
N  -0.09  -0.33  -3.80
C  -0.09  0.88  -4.43
N  -1.04  1.75  -4.00
O  0.71  1.16  -5.31
H  -0.73  -0.58  -3.07
H  0.60  -1.00  -4.09
H  -1.07  2.65  -4.44
H  -1.71  1.54  -3.27

- The highest multiplicity belongs to which entry?
  C25H26F2N4O3RuS3

- The highest multiplicity belongs to which entry?
  C25H26F2N4O3RuS3